No. 1
Here is 37 unconnected molecules or ions with the total composition C9H87O42P in a non-equilibrium geometry from the OMol25 dataset. Energies are from wB97M-V/def2-TZVPD.

Each line ends with the Mulliken charge.
CARTESIAN COORDINATES (ANGSTROEM)
C 7.543149 -0.299775 0.090278  0.012
C 6.904262 0.402687 -0.685561  -0.070
O 6.116333 1.242035 -1.496512  -0.448
C 4.780097 0.960336 -1.089286  0.332
O 4.239474 -0.020530 -1.578934  -0.259
O 4.197427 1.791499 -0.159996  -0.339
C 3.002960 2.432160 -0.711255  0.255
C 2.005726 2.703992 0.493034  0.022
P 0.445989 1.660822 0.473063  0.479
O -0.655958 2.569226 1.013194  -0.761
O 0.601998 0.401587 1.585228  0.173
C 1.915549 -0.241126 1.527181  0.510
C 2.858784 0.104623 2.815713  -0.806
O -0.065337 1.179790 -1.077218  -0.444
C 0.605927 -0.027480 -1.543464  1.014
C -0.036787 -1.390259 -1.028248  -1.092
H 7.932495 -0.929564 0.944509  0.248
H 2.547049 1.900836 -1.597162  -0.044
H 3.339921 3.455206 -1.096717  0.295
H 2.524355 2.651470 1.509173  0.466
H 1.644299 3.780039 0.381958  -0.291
H 2.538377 0.023552 0.619968  -0.791
H 1.714680 -1.366492 1.521288  0.725
H 3.712656 0.773521 2.452708  0.159
H 3.351963 -0.879967 3.091628  0.294
H 2.286089 0.571561 3.662521  0.062
H 0.490740 -0.032864 -2.684041  0.329
H 1.720453 -0.063805 -1.348471  -0.451
H -0.972276 -1.653723 -1.620715  0.347
H 0.772392 -2.192723 -1.141590  0.200
H -0.342319 -1.390642 0.058330  0.168
O 0.572807 -2.895541 3.048146  -0.540
H 0.005200 -3.678903 3.074144  0.261
H -0.019556 -2.170054 3.280448  0.244
O -2.356229 -2.706078 -0.281584  -0.521
H -2.921892 -3.486272 -0.240830  0.240
H -2.949908 -1.977834 -0.060407  0.267
O -2.215928 2.695928 3.881734  -0.500
H -1.711673 2.399202 3.106130  0.316
H -3.003337 3.110653 3.503652  0.195
O -0.996354 -5.671050 3.615425  -0.535
H -1.894985 -5.916685 3.359714  0.282
H -0.511023 -6.508472 3.598512  0.299
O 0.462749 1.530065 4.135527  -0.548
H -0.100789 0.747924 4.162727  0.276
H -0.134573 2.257825 4.359497  0.210
O 3.412678 -2.121466 -3.679058  -0.623
H 2.702955 -2.624171 -3.259233  0.304
H 3.750543 -1.561401 -2.970392  0.233
O 0.530487 3.429642 -3.189700  -0.759
H 1.368977 3.126664 -3.565065  0.323
H 0.405552 2.866927 -2.407158  0.376
O 1.634420 -3.214011 -5.721971  -0.551
H 2.205471 -2.707016 -5.127527  0.310
H 1.250068 -3.892542 -5.154150  0.266
O 2.805262 -0.600830 5.907545  -0.627
H 2.242663 -1.384284 5.931880  0.303
H 2.207889 0.123503 6.134117  0.316
O 0.352733 -0.473605 -5.863004  -0.606
H -0.558438 -0.706894 -6.078006  0.274
H 0.826410 -1.316213 -5.916635  0.412
O -3.974333 0.584998 1.714176  -0.570
H -3.022464 0.728727 1.788968  0.292
H -4.342201 1.057154 2.474152  0.322
O -1.802544 2.069006 -5.042745  -0.582
H -1.270872 2.601590 -4.434658  0.313
H -2.202262 1.397785 -4.476329  0.294
O -4.874507 -2.288500 -1.376581  -0.570
H -4.771066 -1.432227 -1.810325  0.296
H -5.649990 -2.673310 -1.802250  0.270
O -6.272467 2.245082 1.766265  -0.570
H -6.038350 1.489320 1.210823  0.283
H -7.125352 2.534375 1.421647  0.262
O -4.437788 4.529059 4.837738  -0.505
H -5.090683 4.031418 5.341336  0.166
H -3.673262 4.574539 5.426919  0.287
O -0.389020 -5.832957 6.990752  -0.648
H -0.832797 -5.677416 6.145983  0.334
H 0.548064 -5.743201 6.781571  0.315
O -7.483460 3.766751 5.794901  -0.636
H -7.378522 4.629111 5.372295  0.322
H -8.251919 3.382953 5.355130  0.303
O 7.018238 1.243709 -4.530426  -0.592
H 7.087797 1.201752 -3.567814  0.335
H 7.926295 1.130057 -4.835693  0.299
O -5.067977 1.614949 5.375494  -0.512
H -5.630582 0.831624 5.400661  0.272
H -5.667365 2.338365 5.596924  0.295
O -3.252020 -4.047423 4.742438  -0.611
H -2.298656 -3.909710 4.808450  0.297
H -3.609774 -3.580977 5.507330  0.298
O 4.326839 -1.598715 1.178810  -0.558
H 3.884832 -1.446338 0.334294  0.167
H 5.265664 -1.512352 0.966896  0.261
O -1.542507 -6.623821 1.130394  -0.610
H -1.024469 -7.048573 0.436291  0.298
H -1.101456 -5.775286 1.266608  0.317
O 4.388444 -1.438558 -6.946696  -0.647
H 3.678494 -1.942000 -6.528080  0.331
H 4.728862 -0.881567 -6.235656  0.318
O -0.216353 -8.539370 4.039556  -0.613
H -1.114162 -8.786670 3.784392  0.312
H 0.269737 -9.372106 4.021154  0.284
O 0.666843 -1.342650 -9.044416  -0.542
H 1.623941 -1.215857 -9.020710  0.287
H 0.351182 -0.883957 -8.251538  0.276
O -2.398295 -0.101447 -8.150882  -0.596
H -1.918632 -0.518646 -8.878623  0.281
H -1.940707 0.739667 -8.021991  0.326
O -0.485842 4.856176 4.987583  -0.617
H -0.419940 5.730048 4.575374  0.296
H -1.241873 4.445320 4.546295  0.309
O 8.070681 -1.793771 2.933740  -0.604
H 8.689809 -2.442635 3.289073  0.289
H 7.658284 -1.409042 3.717171  0.300
O 1.309438 5.669324 0.161516  -0.744
H 0.656211 5.504225 -0.533190  0.310
H 1.368973 6.633118 0.201774  0.312
O -4.829770 5.809975 1.960176  -0.627
H -5.772096 5.693720 1.795341  0.273
H -4.672587 5.319023 2.778050  0.325
O -6.307864 0.931862 7.807649  -0.609
H -5.356145 1.076508 7.880855  0.324
H -6.675874 1.401012 8.565992  0.296
O -1.065490 -2.748581 -6.841409  -0.624
H -0.612808 -3.032313 -7.649011  0.341
H -1.866505 -2.313220 -7.162383  0.269
O -0.048280 6.400768 2.738747  -0.607
H 0.460483 6.136669 1.959999  0.360
H -0.854111 6.786791 2.373287  0.294
O 3.879810 3.450331 -3.709840  -0.550
H 3.868782 4.392779 -3.917697  0.301
H 4.814772 3.211623 -3.759293  0.263
O -5.015935 0.507597 -5.389525  -0.650
H -4.491549 0.079265 -6.077935  0.323
H -4.582232 1.361098 -5.262604  0.320
O 0.472471 -3.883825 -10.238906  -0.626
H 0.471024 -2.934527 -10.414956  0.304
H 1.397166 -4.138619 -10.337902  0.304

Atomic forces in eV per Å
C -1.36 0.74 -0.44
C 0.35 -0.02 0.49
O 0.62 -1.51 2.77
C -1.55 -1.57 -0.34
O 0.79 2.10 0.98
O 1.47 -1.19 -2.56
C -0.80 2.23 0.45
C 0.41 -0.22 -1.08
P -3.42 1.65 2.84
O 1.70 -1.77 -1.13
O 1.08 1.57 -3.17
C 1.44 -1.23 1.45
C 0.01 -0.48 -1.14
O 2.26 -0.28 2.46
C 0.00 -1.96 -1.56
C 0.13 0.36 -0.22
H -0.37 1.05 -1.51
H 0.68 0.20 1.20
H -0.34 -1.51 0.44
H -0.76 -0.25 -1.39
H 0.24 -1.79 0.26
H -1.15 -0.10 0.79
H 0.25 1.62 -0.09
H -1.23 -0.69 0.66
H -0.82 1.48 -0.01
H 0.72 -0.59 -1.13
H 0.20 0.23 1.53
H -1.25 0.49 0.04
H 1.53 0.31 0.72
H -1.23 0.91 0.01
H 0.53 0.21 -1.22
O -0.24 0.00 0.13
H 0.07 -0.09 0.03
H 0.09 -0.03 -0.13
O -0.05 -0.36 0.42
H -0.09 0.22 -0.09
H -0.06 -0.18 -0.02
O 0.02 -0.07 -0.39
H 0.06 0.29 -0.16
H -0.07 -0.06 0.21
O 0.00 0.24 0.31
H 0.05 0.09 0.04
H 0.07 -0.02 0.00
O -0.30 0.12 0.44
H 0.04 0.13 -0.10
H 0.20 0.06 0.16
O -0.30 -0.24 0.11
H 0.18 0.05 0.15
H 0.12 0.24 -0.07
O 0.11 -0.22 0.31
H -0.06 0.06 -0.08
H -0.17 0.03 -0.23
O 0.24 0.16 0.21
H 0.13 -0.07 -0.05
H -0.15 0.05 -0.24
O -0.23 -0.07 0.28
H 0.12 0.06 -0.07
H 0.10 0.00 -0.11
O 0.23 0.34 -0.14
H 0.14 -0.16 0.11
H -0.37 -0.15 0.01
O 0.09 -0.02 0.18
H -0.10 0.05 -0.14
H 0.06 -0.05 0.01
O -0.27 -0.07 0.16
H 0.17 0.01 -0.09
H 0.13 0.03 -0.07
O -0.37 0.10 -0.22
H 0.03 -0.11 0.02
H 0.08 0.04 0.09
O -0.36 -0.06 -0.15
H 0.21 0.12 0.05
H 0.11 -0.01 0.08
O 0.05 0.19 0.10
H 0.06 0.08 -0.16
H 0.01 0.01 -0.13
O 0.05 0.14 -0.17
H 0.05 -0.12 0.02
H -0.12 -0.04 0.04
O 0.10 0.17 -0.19
H -0.02 -0.05 0.09
H 0.14 -0.09 0.08
O 0.14 0.05 0.22
H -0.09 -0.05 -0.13
H -0.15 0.02 -0.06
O 0.18 -0.04 -0.21
H -0.01 0.16 0.10
H -0.31 -0.41 0.03
O 0.16 0.13 0.17
H -0.08 -0.11 -0.06
H -0.04 -0.08 -0.12
O 0.45 -0.22 -0.53
H 0.10 -0.12 0.05
H -0.06 -0.07 0.05
O 0.16 -0.03 -0.38
H -0.16 0.00 0.05
H -0.06 -0.08 0.09
O -0.16 0.03 0.14
H 0.18 -0.01 -0.10
H -0.02 -0.05 -0.09
O -0.18 -0.16 -0.12
H 0.08 0.05 0.04
H 0.05 0.18 0.03
O 0.00 0.39 0.06
H -0.09 0.00 0.06
H 0.17 -0.08 0.11
O 0.25 -0.06 -0.03
H -0.12 0.07 -0.01
H -0.09 -0.03 0.13
O -0.38 0.18 0.37
H 0.25 -0.40 -0.12
H 0.19 -0.21 -0.07
O 0.08 -0.04 0.19
H -0.06 0.05 -0.13
H -0.05 0.02 -0.16
O -0.23 0.61 -0.17
H -0.02 -0.07 0.08
H 0.20 -0.08 -0.13
O -0.13 0.00 0.11
H 0.17 -0.02 -0.05
H 0.02 0.01 0.05
O 0.01 0.08 0.38
H -0.09 -0.01 -0.19
H -0.04 -0.11 -0.11
O -0.34 -0.01 -0.29
H 0.12 -0.02 0.10
H 0.02 -0.09 0.05
O -0.15 0.57 -0.35
H -0.08 -0.38 0.16
H 0.05 -0.08 0.07
O 0.15 0.14 0.10
H -0.06 -0.11 0.01
H -0.11 -0.10 -0.16
O 0.26 0.05 0.02
H -0.07 0.06 0.01
H -0.08 -0.06 -0.07
O 0.13 -0.11 -0.26
H -0.07 -0.05 0.27
H -0.15 -0.05 0.05

For the max |F|, the calculation gives 4.7 eV/Å. The calculation puts the highest occupied orbital energy at -10.1683 eV. Its multiplicity is 1.



No. 2
Here is a gas-phase ion, C9H8BrN2 (charge +1) in a non-equilibrium geometry from the OMol25 dataset. Energies are from wB97M-V/def2-TZVPD.

Each line ends with the Mulliken charge.
CARTESIAN COORDINATES (ANGSTROEM)
C -1.059288 2.970436 0.360672  -0.849
C -0.421421 1.746138 0.404764  0.723
N 0.762795 1.409635 0.990852  -0.581
C 1.116205 0.207769 0.632993  0.543
C 2.300791 -0.477395 0.875526  -0.677
C 2.415547 -1.820921 0.501166  -0.086
C 1.452970 -2.382215 -0.302218  -0.537
C 0.331006 -1.727554 -0.624139  -0.140
N 0.114800 -0.429953 -0.162275  0.031
C -0.882024 0.347609 -0.360001  0.705
C -2.217579 0.192139 -0.978653  -0.972
Br -3.493098 0.472487 0.599898  -0.016
H -0.611761 3.913063 0.734209  0.308
H -1.840570 3.232906 -0.328926  0.280
H 2.979331 -0.081434 1.620635  0.405
H 3.338049 -2.367769 0.788735  0.397
H 1.577159 -3.490022 -0.600956  0.310
H -0.509465 -1.985732 -1.212732  0.419
H -2.761090 -0.765265 -1.365665  0.365
H -2.592365 1.036087 -1.573880  0.369

Atomic forces in eV per Å
C 1.98 -0.39 -0.61
C -1.60 -1.76 -1.39
N 0.71 0.13 0.07
C -1.11 1.99 0.00
C 1.00 -3.01 1.12
C 2.46 3.13 1.65
C -1.49 -3.57 -1.56
C -0.56 0.42 -0.06
N 1.41 -1.01 0.13
C -1.46 4.47 0.64
C -2.79 -1.04 0.52
Br 0.43 -0.22 -0.26
H 0.02 -1.10 0.42
H -0.71 -0.72 0.03
H 0.14 0.33 -0.42
H -0.92 0.36 -0.23
H -0.36 2.08 0.22
H -0.27 -1.19 -0.62
H 2.18 1.41 0.41
H 0.92 -0.29 -0.07

For the max |F|, the calculation gives 4.7 eV/Å. As for the SMILES: C=C1N=c2cccc[n+]2=C1CBr. The calculation puts the highest occupied orbital energy (alpha / beta) at -12.7392 / -12.6725 eV. As for the charge: +1. Its multiplicity is 1. For the relative energy (zero: lowest compared OMol25 entry of this formula, charge and spin), the calculation gives 0.00 kJ/mol.



| no. | molecular weight (g/mol) |
| --- | --- |
| 1 | 898.7 |
| 2 | 224.1 |